Entry 1:
113
Properties=species:S:1:pos:R:3:mulliken_spin:R:1 method="wB97M-V/def2-TZVPD" spin_multiplicity=2 gap_ev="6.92 / 6.72"
Ti 10.7875 11.4859 13.1385 0.9719
C 11.7947 7.6665 10.8167 -0.0037
C 10.3611 8.2205 10.8597 0.0105
C 10.0284 9.0303 9.5849 0.0024
P 9.9671 9.1828 12.4330 0.0299
C 8.2236 8.5128 12.8579 0.0038
C 7.2956 9.2918 11.8511 -0.0040
C 7.8443 8.5832 14.3696 0.0037
C 10.9258 8.6451 13.9178 0.0307
C 10.6861 7.3928 14.5971 -0.0003
C 11.1795 7.1004 15.8629 -0.0045
C 11.8741 8.0994 16.4905 0.0070
C 12.2557 9.2842 15.8517 0.0610
C 11.9729 9.5124 14.5034 0.0178
Si 13.2039 10.4999 13.4176 -0.1700
C 14.4930 9.1638 12.7365 -0.0006
C 14.4098 7.7897 13.1784 -0.0027
C 15.1184 6.8061 12.5529 -0.0004
C 16.0903 7.0991 11.6121 -0.0018
C 16.2319 8.4135 11.1584 0.0012
C 15.4818 9.4252 11.7161 0.0033
P 15.8744 11.2088 11.2358 -0.0042
C 16.4525 10.8996 9.4645 -0.0009
C 15.3114 10.2779 8.6689 0.0001
C 16.9165 12.2674 8.8843 0.0004
C 17.4834 11.5581 12.0443 0.0000
C 18.2936 10.4611 12.6765 0.0001
C 17.3743 12.7826 12.9848 0.0003
C 14.3132 11.4046 14.6375 -0.0032
C 15.1724 10.7530 15.5745 -0.0031
C 15.6034 11.4926 16.6632 -0.0002
C 15.4692 12.9069 16.6756 -0.0002
C 14.7142 13.5386 15.7098 -0.0090
C 13.9968 12.7327 14.8503 -0.0052
P 12.4753 13.2756 14.0334 -0.0073
C 13.1873 14.4196 12.6334 0.0128
C 14.3968 15.2440 13.1006 0.0009
C 13.5362 13.6504 11.4172 0.0075
C 11.6512 14.3595 15.4717 0.0259
C 11.6392 15.8544 15.2763 -0.0026
C 12.1241 13.9882 16.8902 0.0012
H 11.9595 7.3292 9.8132 0.0001
H 11.9588 6.8596 11.5514 -0.0001
H 12.5130 8.3920 11.0583 0.0020
H 9.7589 7.2848 10.8140 -0.0002
H 9.1988 9.7181 9.7266 -0.0019
H 9.5870 8.3017 8.9000 -0.0006
H 10.8526 9.5985 9.2369 -0.0005
H 8.2682 7.4387 12.5592 0.0004
H 6.2596 9.0947 12.1813 0.0002
H 7.4816 9.0036 10.7742 0.0003
H 7.4630 10.3825 11.9645 0.0027
H 8.4652 9.2725 15.0038 0.0002
H 7.8363 7.5968 14.7733 0.0000
H 6.7697 8.9855 14.4155 0.0001
H 10.1999 6.6025 14.0132 -0.0003
H 10.9412 6.1284 16.3273 0.0003
H 11.9774 8.0693 17.5800 -0.0003
H 12.8205 10.0684 16.3739 -0.0009
H 13.8677 7.6132 14.1243 -0.0001
H 14.9902 5.7093 12.7945 0.0000
H 16.6260 6.2743 11.0914 0.0000
H 16.8536 8.5599 10.2808 -0.0001
H 17.3550 10.2869 9.4104 -0.0001
H 14.4634 11.0134 8.6242 -0.0001
H 14.9429 9.3170 9.0721 0.0000
H 15.6140 10.1681 7.6003 0.0000
H 16.7904 13.0734 9.5860 0.0000
H 16.3884 12.4968 7.9813 0.0001
H 18.0094 12.1289 8.6521 0.0000
H 18.0323 11.8277 11.1111 0.0002
H 17.6784 9.9790 13.4970 0.0000
H 19.2239 10.8560 13.0841 0.0000
H 18.5257 9.6468 11.9593 0.0001
H 16.4925 12.6560 13.6437 0.0001
H 17.2524 13.7088 12.4218 0.0000
H 18.3088 12.8856 13.6149 0.0001
H 15.5270 9.7207 15.4003 -0.0009
H 16.2212 11.0990 17.4826 -0.0003
H 16.0335 13.4438 17.4548 -0.0002
H 14.6212 14.6276 15.5986 0.0002
H 12.3575 15.1509 12.4132 -0.0018
H 15.2406 14.6009 13.3921 0.0005
H 14.1109 15.9594 13.9034 0.0001
H 14.7490 15.8199 12.2506 -0.0002
H 13.5334 12.5534 11.5371 -0.0017
H 14.5281 13.8485 11.0563 -0.0003
H 12.7701 13.8968 10.6440 -0.0001
H 10.6309 14.1027 15.4449 -0.0023
H 12.5441 16.3878 15.5053 0.0002
H 10.8308 16.3853 15.8326 0.0002
H 11.4761 16.0560 14.2298 0.0004
H 13.0299 14.3888 17.2325 -0.0001
H 11.9687 12.8883 16.9397 0.0008
H 11.3489 14.4294 17.5086 -0.0007
Cl 9.5523 11.7532 16.5321 0.0004
C 9.4624 11.8407 14.6757 -0.0077
H 9.1308 12.8661 14.4408 0.0011
H 8.6079 11.2646 14.3628 0.0018
I 7.9676 16.2926 6.2158 0.0005
C 8.6758 14.9837 7.7332 0.0140
C 9.7980 14.1566 7.6020 -0.0058
C 10.1932 13.2790 8.6173 0.0123
C 9.4942 13.3113 9.8687 -0.0006
C 8.3407 14.1764 9.9845 0.0147
C 7.9236 14.9667 8.9486 -0.0090
C 10.0388 12.5808 10.9856 0.0466
O 9.3802 12.5996 12.1211 -0.0153
O 11.1532 11.9119 11.0063 -0.0189
H 10.5234 14.3454 6.8265 -0.0003
H 11.1653 12.7173 8.5961 0.0016
H 7.6957 14.3258 10.8637 0.0010
H 7.1184 15.6393 9.0539 -0.0002


Entry 2:
113
Properties=species:S:1:pos:R:3:mulliken_spin:R:1 method="wB97M-V/def2-TZVPD" spin_multiplicity=2 charge=+2 gap_ev="5.61 / 5.78"
Ru 0.5702 -0.4980 0.3409 0.9069
O 2.0639 -4.0089 2.1019 0.0028
C 1.7054 -2.8293 1.6291 0.0090
O 1.1345 -2.6953 0.5482 0.0361
C 2.0252 -1.6752 2.4602 -0.0144
C 2.8393 -1.7938 3.5458 0.0059
C 3.2272 -0.6557 4.2896 0.0028
C 2.7217 0.5412 3.9039 0.0154
C 1.8406 0.6522 2.7941 0.0244
N 1.5146 -0.4555 1.9953 0.0519
C 1.2197 1.8548 2.4592 -0.0019
O 1.4429 3.0344 3.0059 0.0103
O 0.3170 1.8416 1.5323 -0.0217
H 1.8426 -4.6984 1.4557 -0.0028
H 3.1900 -2.7789 3.8196 -0.0007
H 3.8876 -0.7454 5.1384 0.0005
H 2.9786 1.4251 4.4752 0.0027
H 2.1516 3.0188 3.6630 -0.0003
C -0.9075 4.4808 1.4174 0.0025
Si -0.2284 3.0595 0.4377 -0.0113
C -1.5718 2.2750 -0.6017 0.0098
C -1.9346 3.1951 -1.5894 0.0069
C -2.9407 2.9418 -2.5110 0.0015
C -3.6120 1.7361 -2.4501 0.0014
C -3.2647 0.8008 -1.4834 -0.0025
C -2.2623 1.0411 -0.5488 -0.0431
P -1.7991 -0.2759 0.6535 0.0426
C -2.7477 -1.8196 0.2290 -0.0049
C -4.3020 -1.8395 0.2765 -0.0029
C -4.8445 -3.2376 0.6030 -0.0010
C -4.0252 -4.3003 -0.1164 0.0004
C -2.5946 -4.3252 0.4450 -0.0023
C -2.2096 -2.9826 1.0756 -0.0193
C -2.2795 0.4143 2.2993 -0.0160
C -1.7094 -0.4005 3.4730 -0.0077
C -2.3116 0.1153 4.7771 0.0006
C -3.8158 -0.1965 4.8437 -0.0004
C -4.4367 -0.2811 3.4430 -0.0022
C -3.7823 0.7266 2.5025 0.0020
C 1.2814 3.4958 -0.5751 0.0205
C 1.5123 4.8606 -0.7566 -0.0020
C 2.5497 5.3335 -1.5479 -0.0008
C 3.3862 4.4319 -2.1766 0.0015
C 3.1880 3.0691 -1.9995 -0.0038
C 2.1472 2.5813 -1.2102 -0.0606
P 1.9532 0.7567 -1.1654 0.0523
C 3.6829 0.0927 -1.3596 0.0122
C 3.9639 -1.0838 -0.4171 -0.0041
C 5.4325 -1.4978 -0.4917 -0.0009
C 5.8475 -1.8442 -1.9169 -0.0001
C 5.5346 -0.6977 -2.8709 -0.0010
C 4.0637 -0.2960 -2.7966 -0.0023
C 0.8630 0.3618 -2.5957 0.0061
C 0.3565 -1.0550 -2.2873 -0.0037
C -0.4621 -1.6318 -3.4564 0.0020
C -1.1509 -0.5235 -4.2452 0.0005
C -0.1415 0.4793 -4.8468 0.0004
C 1.1871 0.5187 -4.0760 -0.0032
H -1.4921 5.1478 0.7817 0.0003
H -0.1287 5.0600 1.9123 -0.0002
H -1.5857 4.0985 2.1846 -0.0005
H -1.4128 4.1468 -1.6593 0.0005
H -3.1923 3.6795 -3.2610 0.0000
H -4.4024 1.5103 -3.1536 0.0001
H -3.7953 -0.1362 -1.4759 0.0003
H -2.4294 -1.9983 -0.8085 0.0024
H -4.7088 -1.5551 -0.6933 0.0001
H -4.6904 -1.1211 0.9915 0.0013
H -5.8932 -3.2812 0.3082 -0.0002
H -4.8240 -3.4201 1.6810 0.0002
H -4.0121 -4.0727 -1.1869 0.0001
H -4.4869 -5.2824 -0.0226 0.0001
H -1.8791 -4.5727 -0.3436 -0.0001
H -2.5003 -5.1049 1.2030 0.0000
H -1.1258 -2.9255 1.1803 0.0041
H -2.6295 -2.9065 2.0814 0.0001
H -1.7526 1.3709 2.2893 0.0119
H -0.6204 -0.3249 3.4813 -0.0003
H -1.9450 -1.4620 3.3609 0.0021
H -2.1449 1.1965 4.8321 -0.0001
H -1.7940 -0.3167 5.6340 0.0000
H -4.3224 0.5706 5.4311 -0.0001
H -3.9782 -1.1400 5.3670 -0.0001
H -5.5118 -0.1065 3.4923 0.0000
H -4.3121 -1.2936 3.0472 0.0009
H -3.8610 1.7190 2.9545 0.0004
H -4.3059 0.8031 1.5485 0.0008
H 0.8685 5.5829 -0.2678 0.0002
H 2.6989 6.3979 -1.6691 -0.0001
H 4.1965 4.7799 -2.8031 0.0003
H 3.8602 2.3865 -2.5005 0.0002
H 4.3312 0.9182 -1.0441 -0.0012
H 3.3284 -1.9314 -0.6997 -0.0009
H 3.7057 -0.8119 0.6109 -0.0042
H 5.6065 -2.3462 0.1732 -0.0002
H 6.0545 -0.6766 -0.1193 0.0002
H 5.3182 -2.7454 -2.2440 0.0001
H 6.9115 -2.0806 -1.9497 0.0000
H 5.7837 -0.9756 -3.8959 -0.0002
H 6.1584 0.1680 -2.6222 0.0001
H 3.4448 -1.1467 -3.1039 -0.0005
H 3.8553 0.5104 -3.5007 0.0009
H 0.0362 1.0573 -2.3883 0.0052
H -0.3479 -1.0102 -1.4006 0.0000
H 1.1619 -1.7481 -2.0391 -0.0168
H -1.1747 -2.3758 -3.0969 -0.0002
H 0.2312 -2.1697 -4.1085 -0.0001
H -1.8436 0.0020 -3.5829 -0.0005
H -1.7610 -0.9601 -5.0357 -0.0001
H -0.5866 1.4772 -4.8393 0.0000
H 0.0593 0.2387 -5.8910 0.0002
H 1.7144 1.4543 -4.2728 -0.0004
H 1.8377 -0.2905 -4.4089 0.0003